{
  "formula": "C16H17NO",
  "method": "ωB97M-V/def2-TZVPD",
  "elements": ["C", "C", "C", "C", "C", "C", "C", "C", "C", "N", "H", "H", "H", "H", "H", "H", "H", "H", "H", "C", "C", "C", "C", "C", "C", "C", "O", "H", "H", "H", "H", "H", "H", "H", "H"],
  "xyz": [[-0.63965, 2.81825, -1.48840], [-1.78742, 0.67812, 1.26731], [-1.91890, 1.15459, -0.14128], [-1.27004, 2.36385, -0.24769], [-0.57523, 2.58744, 0.96737], [-2.55818, -0.42382, 1.59945], [-3.18183, -1.16897, 0.55134], [-2.74325, 0.49589, -1.11291], [-3.31461, -0.65919, -0.72880], [-1.01328, 1.60689, 1.90397], [-0.41337, 1.38719, 2.62265], [-2.47522, -0.87318, 2.63457], [0.17997, 3.21477, 1.32745], [-3.57171, -2.13374, 0.71530], [-2.71599, 1.05103, -1.99974], [-0.96056, 2.26641, -2.34581], [0.60790, 2.78543, -1.45507], [-3.81729, -1.28774, -1.62729], [-0.72462, 3.89516, -1.49607], [1.68576, -3.61184, 1.04350], [0.97246, -1.45638, 0.03670], [2.04774, -2.23500, 0.49396], [1.10942, -0.36595, -0.78106], [2.43437, 0.06573, -0.97864], [3.35854, -1.89131, 0.23507], [3.54446, -0.76804, -0.48106], [2.80517, 1.03041, -1.75257], [-0.02589, -1.99599, 0.23632], [0.12376, -0.13680, -1.31046], [0.61576, -3.74726, 0.89681], [1.81156, -3.66633, 2.14790], [4.12079, -2.48124, 0.78112], [2.14758, 1.74403, -1.73239], [4.49403, -0.51695, -0.82275], [2.27299, -4.49641, 0.71108]],
  "lowdin_charge": [-0.056, -0.204, -0.162, -0.269, 0.012, -0.020, -0.103, -0.047, -0.138, 0.088, 0.115, 0.122, 0.103, 0.079, 0.089, 0.064, 0.118, 0.152, 0.070, -0.070, -0.075, -0.295, -0.017, -0.332, -0.075, -0.004, 0.070, 0.127, 0.137, 0.055, 0.077, 0.130, 0.085, 0.089, 0.084],
  "largest_force_ha_per_bohr": 0.096,
  "lumo_energy_ev": 0.6,
  "multiplicity": 1,
  "total_charge": 0,
  "de_lowest_ev": 3.431,
  "homo_ha": -0.2860,
  "smiles": "Cc1c[nH]c2ccccc12.Cc1ccc(O)cc1",
  "e_tot_ha": -749.77422
}